(1)
The following is a quantum chemistry calculation of one molecule with the formula C25H32Br3N2O5PSSi in a non-equilibrium geometry, from OMol25.

## Properties
- charge = 0
- energy above the lowest of the compared OMol25 structures with the same formula, charge and spin (kJ/mol) = 1264.14
- electronic energy (eV) = -277768.77481
- structure (SMILES) = CCCc1cc2c(c(Br)c1O)N(/C(Br)=C(/C)Br)c1c(P(=N)(O)O)cc(CC=O)c(CCO[Si](C)(C)C)c1S2
- E_HOMO (eV) = -8.41
- 2S+1 = 1

Geometry as XYZ:
```
70
Properties=species:S:1:pos:R:3:forces:R:3:lowdin_charge:R:1
C 7.279 -1.333 -4.213 -0.320 -1.052 0.567 -0.145
C 5.840 -1.023 -4.934 0.059 -0.089 0.064 -0.255
C 5.200 0.398 -4.418 -0.398 -0.295 0.394 -0.187
C 4.404 0.093 -3.017 -1.313 -0.021 3.839 -0.090
C 2.849 -0.416 -2.914 1.940 0.627 2.831 -0.015
C 2.151 -0.695 -1.462 2.849 1.049 0.686 -0.343
C 2.914 -0.514 0.019 2.968 0.968 -4.787 -0.177
C 4.479 0.064 -0.129 -1.451 -0.310 -2.740 -0.413
Br 5.646 0.511 1.476 -1.713 -0.582 -2.111 0.595
C 5.199 0.355 -1.601 -2.661 -0.749 -0.329 -0.147
O 6.604 0.866 -1.648 -3.729 0.122 -0.566 -0.117
N 2.272 -0.790 1.349 -2.895 0.103 -2.147 -0.113
C 1.950 -2.229 1.631 3.698 -4.305 0.127 -0.534
Br 0.070 -2.909 2.074 1.999 1.213 -0.531 0.652
C 2.955 -3.366 1.687 -3.765 2.136 0.208 -0.623
C 2.505 -4.944 2.014 1.295 0.102 0.626 -0.201
Br 4.899 -3.076 1.400 -2.077 -0.227 0.274 0.633
C 0.977 0.049 1.366 -3.619 3.256 0.748 -0.167
C 0.657 1.110 2.604 -1.573 -0.232 -3.762 -0.128
P 1.855 1.368 4.101 -0.943 -0.174 3.218 0.701
N 1.027 1.061 5.484 0.471 0.243 -2.947 -0.244
O 2.363 3.037 4.201 -0.787 -2.472 -0.243 -0.255
O 3.288 0.362 4.007 -2.568 1.612 1.068 -0.285
C -0.724 2.049 2.594 0.116 -2.165 -2.981 0.015
C -1.854 1.944 1.397 3.949 -2.105 0.355 -0.092
C -3.185 2.896 1.499 -0.001 -0.146 0.427 -0.146
C -2.905 4.504 1.334 -2.385 2.734 4.614 -0.122
O -3.383 5.338 2.284 3.129 -5.084 -6.122 -0.086
C -1.541 0.881 0.154 1.874 0.523 1.663 -0.075
C -2.671 0.747 -1.073 -0.048 -0.019 1.068 -0.133
C -3.910 -0.142 -0.386 1.780 -0.335 -0.492 -0.261
O -5.053 -0.342 -1.289 -0.174 0.476 2.483 -0.278
Si -6.596 -0.263 -0.452 -0.466 -0.096 -0.932 0.472
C -6.552 -0.791 1.399 0.124 0.347 1.949 -0.210
C -7.896 -1.455 -1.315 0.057 -0.622 0.604 -0.220
C -7.210 1.575 -0.599 0.130 0.366 -0.149 -0.206
C -0.165 -0.007 0.143 0.107 1.853 2.729 -0.323
S 0.319 -1.218 -1.263 1.510 2.342 1.221 0.798
H 7.043 -1.908 -3.197 0.627 1.377 -2.088 0.089
H 7.901 -0.380 -3.937 -1.252 -1.800 -0.743 0.074
H 7.924 -2.089 -4.863 -1.360 1.771 1.306 0.083
H 5.096 -1.903 -4.638 1.542 1.947 -0.804 0.119
H 5.947 -0.998 -6.100 -0.163 -0.008 2.229 0.106
H 6.086 1.185 -4.270 -2.048 -1.755 -0.131 0.114
H 4.459 0.876 -5.213 1.452 -1.190 1.760 0.122
H 2.240 -0.571 -3.928 1.382 0.363 2.672 0.112
H 6.586 1.708 -2.211 -0.183 -1.728 1.154 0.118
H 3.494 -5.577 2.232 -2.044 1.628 -0.611 0.073
H 1.878 -5.021 3.027 1.165 0.391 -2.525 0.074
H 1.984 -5.466 1.105 0.756 1.300 1.807 0.084
H 0.053 0.763 5.229 1.261 0.221 0.325 -0.029
H 1.819 3.512 4.899 0.696 -1.393 -1.005 0.080
H 3.316 -0.206 4.855 -0.522 1.461 -1.681 0.102
H -0.922 2.825 3.463 0.609 -1.868 -1.911 0.111
H -4.022 2.603 0.707 1.965 0.552 1.542 0.104
H -3.653 2.734 2.581 1.011 0.500 -2.385 0.141
H -2.324 4.891 0.385 -1.086 -0.642 1.873 0.141
H -3.075 1.809 -1.386 0.902 -2.037 0.773 0.118
H -2.226 0.244 -2.032 -0.783 0.818 2.055 0.105
H -3.422 -1.210 -0.177 -1.139 2.298 -0.067 0.148
H -4.164 0.418 0.617 0.317 -1.270 -1.914 0.087
H -5.483 -0.753 1.901 -2.167 -0.159 -1.008 0.045
H -7.018 -1.839 1.635 0.905 1.953 -0.608 0.051
H -7.201 0.017 1.991 1.324 -1.757 -1.189 0.058
H -8.946 -1.304 -0.774 2.152 -0.196 -1.393 0.059
H -7.546 -2.548 -1.017 -0.775 2.098 -0.940 0.048
H -7.943 -1.308 -2.476 -0.117 -0.429 2.285 0.047
H -6.279 2.278 -0.482 -1.866 -1.095 -0.207 0.031
H -7.669 1.724 -1.680 0.856 -0.113 2.326 0.058
H -7.990 1.797 0.251 1.417 -0.232 -1.817 0.049
```
Positions in Å, forces in eV/Å.

---

(2)
The following is a quantum chemistry calculation of one molecule with the formula C23H19F3O2S in a non-equilibrium geometry, from OMol25.

## Properties
- charge = 0
- energy above the lowest of the compared OMol25 structures with the same formula, charge and spin (kJ/mol) = 0.00
- electronic energy (eV) = -47240.03867
- structure (SMILES) = COc1ccc([C@@H](Sc2ccc(C(F)(F)F)cc2)c2ccc3c(c2)CCO3)cc1
- E_HOMO (eV) = -7.89
- 2S+1 = 1

Geometry as XYZ:
```
48
Properties=species:S:1:pos:R:3:forces:R:3:lowdin_charge:R:1
C 9.662 3.650 7.642 -0.515 -0.382 -0.430 -0.064
O 9.343 3.068 6.346 -0.104 0.054 0.458 -0.101
C 8.122 2.486 6.107 -0.702 0.026 -0.207 -0.261
C 7.868 1.985 4.792 -0.106 0.238 1.488 0.008
C 6.639 1.382 4.489 0.640 -0.141 -0.400 -0.043
C 5.630 1.219 5.441 0.535 0.881 0.080 -0.227
C 4.305 0.564 5.169 -1.924 -0.105 -0.393 -0.447
S 3.937 -0.217 3.547 1.246 -2.318 -2.653 0.955
C 2.145 -0.189 3.120 -0.363 0.727 1.170 -0.466
C 1.383 -1.403 2.984 1.753 0.646 0.380 -0.085
C 0.060 -1.319 2.600 -0.003 0.226 -0.144 -0.020
C -0.482 -0.053 2.382 -1.578 0.059 -0.288 -0.120
C -1.876 0.009 1.732 -0.625 0.042 -0.078 -0.505
F -2.588 1.126 2.060 0.763 -0.636 -0.197 0.112
F -2.682 -1.046 2.067 0.848 0.637 -0.215 0.106
F -1.782 -0.002 0.362 0.020 0.010 1.151 0.116
C 0.166 1.133 2.715 -0.429 0.196 -0.184 -0.013
C 1.497 1.075 3.076 0.957 -1.083 0.155 -0.078
C 3.877 -0.386 6.270 0.618 -0.116 0.860 -0.214
C 4.624 -0.706 7.449 0.073 0.359 -0.277 -0.035
C 4.044 -1.401 8.504 -1.279 -0.956 0.127 0.008
C 2.747 -1.919 8.338 -0.097 0.661 -1.009 -0.231
C 2.074 -1.748 7.110 0.715 -0.158 1.251 -0.149
C 2.646 -1.000 6.107 -0.646 -0.395 0.464 -0.017
C 0.747 -2.449 7.175 0.039 -0.023 -0.481 -0.101
C 0.718 -2.942 8.626 0.552 -0.035 0.515 -0.104
O 2.019 -2.594 9.275 -0.624 -0.074 -0.885 -0.026
C 5.895 1.745 6.729 0.497 0.480 0.192 -0.052
C 7.098 2.396 7.076 0.339 -0.477 -1.023 -0.005
H 10.611 4.162 7.501 -0.084 -0.056 -0.092 0.086
H 8.906 4.380 7.972 0.139 -0.228 -0.269 0.090
H 9.789 2.894 8.435 -0.159 0.048 -0.433 0.095
H 8.673 2.054 4.073 -0.130 0.002 -0.116 0.111
H 6.506 0.982 3.471 -0.019 0.271 0.579 0.099
H 3.491 1.216 4.717 0.642 0.958 2.808 0.074
H 1.870 -2.371 3.239 -0.409 0.868 -0.387 0.127
H -0.577 -2.203 2.512 0.360 0.299 -0.152 0.129
H -0.380 2.089 2.712 0.333 -0.574 -0.230 0.133
H 2.072 1.966 3.362 -0.392 -0.348 -0.339 0.114
H 5.682 -0.424 7.622 -0.971 0.012 -0.485 0.118
H 4.521 -1.595 9.460 0.322 0.132 -0.305 0.117
H 2.098 -0.932 5.181 0.029 0.286 0.286 0.069
H -0.088 -1.771 6.937 0.245 -0.279 0.132 0.123
H 0.720 -3.290 6.458 -0.091 0.302 0.287 0.122
H 0.625 -4.032 8.676 -0.049 0.272 0.195 0.119
H -0.070 -2.450 9.201 0.173 -0.197 0.051 0.119
H 5.208 1.633 7.563 -0.231 0.152 -0.507 0.110
H 7.277 2.780 8.087 -0.306 -0.262 -0.446 0.105
```
Positions in Å, forces in eV/Å.

---

- Which of these has the highest energy above the lowest of the compared OMol25 structures with the same formula, charge and spin?
  C25H32Br3N2O5PSSi

---

- Which value of electronic energy does entry 2 give?
  -47240.03867 eV

---

- charge of number 1 (C25H32Br3N2O5PSSi)?
  0